# 1
Formula: C35H33CeO2PS4
Source: the OMol25 dataset
Level of theory: the ωB97M-V functional and the def2-TZVPD basis

Summary:
F_max, eV Å⁻¹: 1.272
LUMO energy (alpha / beta), hartree: 0.0869 / 0.0869
⟨S²⟩: 0.75
E_tot, hartree: -3913.4312
Kohn-Sham gap (alpha / beta), eV: 6.2 / 6.1
Multiplicity: 2
HOMO level (alpha / beta), eV: -3.79 / -3.78
Total charge: -1

Cartesian coordinates (Å):
Ce1 0.506 -0.042 0.532
C1 -1.888 2.421 0.774
C2 -0.679 2.810 0.203
C3 -0.421 2.534 -1.141
C4 -1.379 1.883 -1.910
C5 -2.573 1.486 -1.328
C6 -2.824 1.742 0.010
H1 -2.105 2.667 1.804
H2 0.050 3.357 0.786
H3 0.487 2.902 -1.600
H4 -1.216 1.724 -2.966
H5 -3.328 1.013 -1.935
H6 -3.763 1.436 0.450
C7 -2.893 -2.729 2.142
C8 -1.923 -1.557 2.145
O1 -1.632 -1.051 1.038
C9 -1.416 -1.091 3.400
C10 -1.675 -1.775 4.608
C11 -1.160 -1.351 5.800
C12 -0.349 -0.206 5.845
C13 -0.076 0.495 4.711
C14 -0.586 0.094 3.439
O2 -0.338 0.796 2.409
H7 -3.265 -2.878 1.129
H8 -3.728 -2.541 2.814
H9 -2.375 -3.627 2.476
H10 -2.284 -2.666 4.586
H11 -1.356 -1.903 6.708
H12 0.070 0.113 6.789
H13 0.574 1.360 4.714
C15 0.452 -4.324 -4.247
C16 -0.422 -4.759 -3.111
C17 -1.086 -5.976 -3.200
C18 -1.885 -6.449 -2.174
C19 -2.005 -5.714 -1.008
C20 -1.352 -4.501 -0.904
C21 -0.580 -3.997 -1.947
P1 0.074 -2.296 -1.656
C22 -0.478 -1.547 -3.253
C23 0.424 -1.110 -4.222
C24 -0.005 -0.372 -5.311
C25 -1.350 -0.086 -5.459
C26 -2.258 -0.556 -4.528
C27 -1.840 -1.269 -3.413
C28 -2.843 -1.752 -2.414
C29 1.869 -2.501 -1.700
C30 2.462 -3.752 -1.524
C31 3.797 -3.859 -1.198
C32 4.543 -2.702 -0.986
C33 3.974 -1.461 -1.131
C34 2.618 -1.304 -1.493
C35 1.990 -0.006 -1.573
H14 0.802 -5.190 -4.808
H15 1.312 -3.776 -3.870
H16 -0.099 -3.675 -4.928
H17 -0.970 -6.568 -4.099
H18 -2.402 -7.392 -2.283
H19 -2.606 -6.083 -0.191
H20 -1.421 -3.915 0.003
H21 1.473 -1.353 -4.121
H22 0.712 -0.014 -6.038
H23 -1.691 0.501 -6.300
H24 -3.313 -0.360 -4.667
H25 -3.816 -1.294 -2.589
H26 -2.515 -1.526 -1.396
H27 -2.953 -2.835 -2.495
H28 1.860 -4.649 -1.612
H29 4.244 -4.832 -1.053
H30 5.574 -2.783 -0.675
H31 4.551 -0.573 -0.912
H32 1.314 0.115 -2.428
H33 2.731 0.803 -1.564
S1 2.463 1.977 1.249
S2 2.925 0.715 2.772
S3 3.258 -1.178 2.009
S4 1.510 -2.239 1.868

Forces on atoms 1 to 2 (eV/Å):
1.2327 0.0737 -0.3066
-0.0064 0.1521 -0.1589

Atom charges from the Mulliken analysis, given in e for atoms 1 to 2: -0.11, -0.07


# 2
Formula: C35H33ClCrN4S2Si2
Source: the OMol25 dataset
Level of theory: the ωB97M-V functional and the def2-TZVPD basis

Summary:
F_max, eV Å⁻¹: 2.771
LUMO energy (alpha / beta), hartree: -0.1124 / -0.1099
⟨S²⟩: 3.86
E_tot, hartree: -4452.4541
Kohn-Sham gap (alpha / beta), eV: 7.5 / 7.5
Multiplicity: 4
HOMO level (alpha / beta), eV: -10.53 / -10.53
Total charge: +1

Cartesian coordinates (Å):
C1 5.915 0.426 -0.240
C2 5.132 0.138 -1.385
C3 4.090 1.090 -1.454
H1 5.301 -0.667 -2.080
C4 4.225 1.970 -0.354
C5 5.351 1.557 0.393
H2 5.715 2.023 1.293
H3 6.787 -0.117 0.087
H4 3.330 1.149 -2.213
H5 3.561 2.784 -0.120
Cr1 3.810 -0.121 0.452
Si1 -5.396 -0.451 1.777
C6 -5.737 -1.590 0.332
C7 -6.894 -2.371 0.286
H6 -7.620 -2.305 1.088
C8 -7.136 -3.230 -0.777
H7 -8.040 -3.825 -0.795
C9 -6.223 -3.320 -1.817
H8 -6.411 -3.988 -2.648
C10 -5.069 -2.548 -1.791
H9 -4.356 -2.613 -2.603
C11 -4.831 -1.692 -0.727
H10 -3.932 -1.087 -0.727
C12 -5.542 1.341 1.256
C13 -5.970 1.678 -0.031
H11 -6.196 0.895 -0.746
C14 -6.099 3.003 -0.417
H12 -6.431 3.245 -1.418
C15 -5.801 4.020 0.480
H13 -5.899 5.055 0.179
C16 -5.370 3.706 1.761
H14 -5.131 4.495 2.461
C17 -5.242 2.377 2.142
H15 -4.897 2.147 3.143
H16 -4.027 -0.653 2.324
Si2 1.368 -0.086 0.005
C18 0.679 1.664 -0.221
C19 0.040 2.025 -1.410
H17 -0.200 1.263 -2.141
C20 -0.315 3.343 -1.668
H18 -0.815 3.594 -2.595
C21 -0.044 4.332 -0.735
H19 -0.322 5.360 -0.933
C22 0.586 3.994 0.456
H20 0.791 4.758 1.195
C23 0.945 2.678 0.702
H21 1.429 2.431 1.639
C24 0.743 -1.027 -1.522
C25 1.540 -1.107 -2.665
H22 2.530 -0.666 -2.648
C26 1.101 -1.751 -3.814
H23 1.739 -1.798 -4.688
C27 -0.156 -2.337 -3.840
H24 -0.503 -2.843 -4.731
C28 -0.967 -2.269 -2.714
H25 -1.949 -2.724 -2.727
C29 -0.522 -1.618 -1.572
H26 -1.164 -1.573 -0.702
H27 -6.362 -0.789 2.857
Cl1 0.071 -0.890 1.583
N1 4.466 -3.070 -1.510
C30 5.011 -2.965 -0.216
N2 4.806 -1.925 0.627
C31 5.418 -2.133 1.815
C32 6.153 -3.305 1.938
S1 6.003 -4.136 0.483
C33 5.136 -1.165 2.832
C34 5.566 -1.191 4.156
S2 4.799 0.066 4.956
C35 3.954 0.551 3.585
N3 4.279 -0.178 2.487
N4 2.922 1.487 3.636
H28 4.678 -3.891 -2.093
H29 3.817 -2.359 -1.860
H30 6.682 -3.639 2.822
H31 6.231 -1.914 4.608
H32 2.716 1.996 4.507
H33 2.154 1.285 3.007

Forces on atoms 1 to 2 (eV/Å):
-0.0795 0.5670 -0.0224
-0.1722 0.2084 -0.0391

Atom charges from the Mulliken analysis, given in e for atoms 1 to 2: -0.51, -0.80


# 3
Formula: C35H34BCl36NO4
Source: the OMol25 dataset
Level of theory: the ωB97M-V functional and the def2-TZVPD basis

Summary:
SMILES string: C#CC1=C(NCCC)C(=O)c2c(CC[C@H](C)CCC=C(C)C)cc(CB(O)O)cc2C1=O.ClC(Cl)(Cl)Cl.ClC(Cl)(Cl)Cl.ClC(Cl)(Cl)Cl.ClC(Cl)(Cl)Cl.ClC(Cl)(Cl)Cl.ClC(Cl)(Cl)Cl.ClC(Cl)(Cl)Cl.ClC(Cl)(Cl)Cl.ClC(Cl)(Cl)Cl
F_max, eV Å⁻¹: 1.169
LUMO energy, hartree: -0.0302
E_tot, hartree: -18301.4419
Kohn-Sham gap, eV: 8.1
Relative energy (zero: lowest compared OMol25 entry of this formula, charge and spin), kcal per mole: 0.0
HOMO level, eV: -8.94

Cartesian coordinates (Å):
C1 3.786 2.619 2.903
C2 3.271 3.055 1.914
C3 2.322 3.404 0.917
C4 2.120 2.695 -0.205
N1 2.821 1.516 -0.541
C5 1.975 0.323 -0.356
C6 2.707 -0.878 0.319
C7 4.121 -0.555 0.812
C8 1.075 3.197 -1.169
O1 1.281 3.136 -2.362
C9 -0.142 3.782 -0.517
C10 -1.435 3.627 -1.003
C11 -1.734 2.873 -2.272
C12 -2.937 1.933 -2.118
C13 -2.586 0.724 -1.231
C14 -2.032 -0.403 -2.117
C15 -3.831 0.219 -0.467
C16 -3.597 0.184 1.040
C17 -2.548 -0.837 1.408
C18 -1.571 -0.623 2.292
C19 -0.447 -1.626 2.459
C20 -1.510 0.577 3.203
C21 -2.473 4.188 -0.258
C22 -2.267 4.876 0.921
C23 -3.426 5.429 1.721
B1 -3.394 4.740 3.150
O2 -2.429 5.078 4.107
O3 -4.307 3.770 3.465
C24 -0.964 5.046 1.391
C25 0.070 4.490 0.669
C26 1.471 4.619 1.174
O4 1.882 5.603 1.731
H1 4.343 2.336 3.761
H2 3.125 1.587 -1.506
H3 1.569 -0.045 -1.300
H4 1.111 0.564 0.264
H5 2.802 -1.695 -0.400
H6 2.119 -1.237 1.160
H7 4.712 -0.028 0.072
H8 4.036 0.097 1.680
H9 4.595 -1.477 1.147
H10 -1.978 3.558 -3.080
H11 -0.899 2.262 -2.599
H12 -3.206 1.557 -3.106
H13 -3.810 2.464 -1.744
H14 -1.833 1.050 -0.507
H15 -2.069 -1.354 -1.587
H16 -2.628 -0.522 -3.021
H17 -1.004 -0.163 -2.394
H18 -4.082 -0.788 -0.799
H19 -4.691 0.855 -0.677
H20 -4.530 -0.112 1.532
H21 -3.334 1.168 1.419
H22 -2.586 -1.823 0.958
H23 0.026 -1.812 1.496
H24 -0.803 -2.558 2.892
H25 0.327 -1.183 3.082
H26 -0.798 1.294 2.779
H27 -1.188 0.291 4.200
H28 -2.462 1.098 3.252
H29 -3.488 4.050 -0.603
H30 -3.311 6.504 1.860
H31 -4.377 5.158 1.268
H32 -1.850 4.327 4.281
H33 -3.999 3.236 4.205
H34 -0.773 5.598 2.298
Cl1 -9.523 0.974 -1.678
C27 -7.823 0.890 -1.207
Cl2 -6.906 0.056 -2.468
Cl3 -7.186 2.527 -1.001
Cl4 -7.676 0.002 0.311
Cl5 2.432 -4.216 1.872
C28 2.627 -4.320 3.626
Cl6 2.746 -2.693 4.306
Cl7 1.236 -5.155 4.325
Cl8 4.104 -5.216 4.001
Cl9 -5.062 -2.680 1.035
C29 -6.330 -3.908 0.970
Cl10 -5.699 -5.388 0.238
Cl11 -6.897 -4.254 2.607
Cl12 -7.663 -3.283 -0.004
Cl13 6.553 -6.987 4.470
C30 7.678 -6.832 5.826
Cl14 8.667 -8.291 5.938
Cl15 8.719 -5.430 5.566
Cl16 6.764 -6.620 7.322
Cl17 0.099 -5.216 -2.047
C31 1.328 -4.040 -2.523
Cl18 2.013 -4.490 -4.084
Cl19 0.596 -2.436 -2.637
Cl20 2.615 -4.025 -1.309
Cl21 -0.138 -9.379 -3.349
C32 1.573 -9.334 -2.906
Cl22 2.539 -10.020 -4.217
Cl23 2.058 -7.660 -2.628
Cl24 1.824 -10.275 -1.432
Cl25 5.386 -4.517 -6.845
C33 5.829 -4.964 -5.194
Cl26 7.434 -5.703 -5.192
Cl27 5.843 -3.519 -4.176
Cl28 4.646 -6.112 -4.560
Cl29 -0.234 3.247 -7.550
C34 -0.012 2.839 -5.845
Cl30 1.551 2.047 -5.629
Cl31 -0.086 4.314 -4.883
Cl32 -1.287 1.734 -5.313
Cl33 3.206 8.373 -1.848
C35 4.409 7.384 -1.011
Cl34 5.912 7.371 -1.943
Cl35 4.714 8.056 0.592
Cl36 3.802 5.734 -0.850

Forces on atoms 1 to 2 (eV/Å):
0.5693 0.2414 0.2261
-0.5343 -0.3405 0.0982

Atom charges from the Mulliken analysis, given in e for atoms 1 to 2: -0.29, -1.37